{"formula": "C20H11F6N8O4ReS4", "method": "ωB97M-V with the def2-TZVPD basis set", "elements": ["Re", "N", "C", "N", "C", "N", "N", "C", "C", "C", "C", "C", "C", "N", "C", "C", "C", "C", "C", "C", "H", "H", "H", "H", "H", "H", "H", "H", "H", "H", "H", "S", "C", "C", "N", "C", "S", "C", "N", "F", "C", "F", "F", "S", "O", "O", "N", "S", "O", "O", "C", "F", "F", "F"], "xyz": [[-0.6487, 0.4742, 0.0439], [4.0966, -0.2400, 0.8785], [2.8605, 0.2099, 1.0833], [1.7730, -0.4056, 0.7298], [1.8882, -1.5992, 0.0215], [0.8597, -2.2041, -0.4498], [-0.3320, -1.5242, -0.2677], [-1.3994, -2.2779, -0.4191], [-2.6254, -1.6567, -0.1182], [-3.8800, -2.2806, -0.1521], [-4.9870, -1.5920, 0.2588], [-4.8419, -0.2649, 0.7032], [-3.6100, 0.3187, 0.6894], [-2.4961, -0.3551, 0.2827], [3.2141, -2.1837, -0.1874], [3.4090, -3.4088, -0.8286], [4.6830, -3.8996, -1.0064], [5.7853, -3.1744, -0.5470], [5.6134, -1.9604, 0.0819], [4.3226, -1.4728, 0.2546], [4.8848, 0.3126, 1.1780], [2.7853, 1.1705, 1.5833], [-1.2854, -3.3189, -0.6848], [-3.9418, -3.3043, -0.4959], [-5.9616, -2.0605, 0.2448], [-5.6903, 0.3122, 1.0426], [-3.4794, 1.3511, 0.9867], [2.5410, -3.9508, -1.1775], [4.8337, -4.8472, -1.5051], [6.7842, -3.5662, -0.6849], [6.4652, -1.3923, 0.4382], [-0.0330, 0.1165, 3.8760], [-1.5924, 0.8394, 4.1821], [-2.5572, 0.3823, 5.1223], [-3.3222, -0.0071, 5.8859], [-1.6343, 1.8494, 3.2936], [-0.0589, 1.7205, 2.5351], [-2.6543, 2.7840, 2.9697], [-3.4914, 3.5088, 2.6604], [3.0948, 2.5694, -3.0559], [1.8716, 3.0013, -2.7967], [1.9277, 4.0845, -2.0437], [1.2295, 3.2529, -3.9203], [0.9809, 1.6422, -1.8693], [1.0602, 2.0121, -0.4354], [1.5973, 0.4143, -2.2452], [-0.5407, 1.6972, -2.3336], [-1.4388, 2.8211, -1.6076], [-1.0812, 4.1663, -1.8938], [-1.6166, 2.4594, -0.1686], [-3.0632, 2.4319, -2.4035], [-3.0037, 2.7951, -3.6660], [-3.9849, 3.1155, -1.7521], [-3.3100, 1.1340, -2.3101]], "mulliken_spin": [3.2855, 0.0074, 0.0048, 0.0616, -0.0393, 0.0107, -0.0873, -0.1443, -0.0242, -0.0144, -0.0383, -0.0163, -0.0378, -0.1628, 0.0015, -0.0026, 0.0020, -0.0030, 0.0017, -0.0026, -0.0010, -0.0007, -0.0134, 0.0005, -0.0016, -0.0004, -0.0075, -0.0004, 0.0000, -0.0002, -0.0001, 0.0037, 0.0194, -0.0016, 0.0115, 0.0008, 0.0613, 0.0022, -0.0034, -0.0004, 0.0048, 0.0006, 0.0016, 0.0058, 0.0245, 0.0085, 0.0595, -0.0160, 0.0121, 0.0244, -0.0014, 0.0004, -0.0001, 0.0043], "multiplicity": 4, "charge": 1, "homo_ev": [-11.2, -10.2], "e_lumo_ev": [-3.94, -4.02], "s2": 4.03}